1.
A gas-phase ion, C8H21ClN4 (charge +2) in a non-equilibrium geometry. Source: OMol25; level of theory: the ωB97M-V functional and the def2-TZVPD basis.

Net charge: +2
Relative energy (zero: lowest compared OMol25 entry of this formula, charge and spin): 219.0 kJ/mol
Gap between HOMO and LUMO: 0.3951 Eh
Molecular weight: 208.74 u

CARTESIAN COORDINATES (ANGSTROEM)
C  3.92339  1.78606  -0.59468
C  3.64303  0.88380  0.30259
N  2.93123  -0.50768  -0.11208
N  3.25886  -1.44468  0.82213
N  3.32390  -0.71667  -1.43124
C  1.46744  -0.23698  -0.19228
C  0.78104  0.00323  1.21035
C  -0.66649  0.55366  0.92899
Cl  -0.47594  2.07885  0.04755
C  -1.65664  -0.30533  0.09927
C  -2.94925  0.48657  0.17787
C  -3.89812  -0.44618  -0.57756
N  -5.30683  0.01515  -0.36686
H  4.28676  2.70271  -0.24982
H  3.64191  1.65393  -1.68523
H  3.77895  0.79967  1.36386
H  2.79316  -2.41730  0.75563
H  4.29746  -1.65527  0.87683
H  4.39794  -0.68947  -1.39256
H  2.98681  -1.54549  -1.95256
H  0.96641  -1.02218  -0.56849
H  1.27983  0.55584  -0.80701
H  1.13468  0.75416  1.86470
H  0.72635  -0.83686  1.81597
H  -1.19943  0.76267  1.77624
H  -1.76665  -1.11951  0.79156
H  -1.16612  -0.43732  -0.90435
H  -3.23411  0.73564  1.19871
H  -2.95123  1.44904  -0.22524
H  -3.69097  -0.53357  -1.65589
H  -3.58007  -1.43945  -0.30612
H  -6.00155  -0.73269  -0.76964
H  -5.65361  0.81725  -0.87232
H  -5.42214  0.04842  0.63166

Atomic forces in eV per Å
-1.376 -1.070 -1.854
-0.833 -2.159 0.152
-0.352 2.230 -1.369
1.207 -3.715 2.316
3.337 -0.182 -1.856
0.488 0.745 5.259
-1.610 1.362 -2.285
1.796 -1.243 -2.712
0.231 1.018 -0.065
2.325 2.390 1.272
-0.738 -1.935 -1.217
0.900 1.452 -0.980
-1.828 -4.210 -1.435
0.806 1.271 0.316
0.558 0.227 1.556
0.138 0.434 0.233
0.507 2.355 -0.438
-1.577 0.816 -0.340
-2.123 -0.318 -0.639
-0.018 0.382 1.168
-1.149 -3.322 -1.561
0.196 2.193 -1.537
1.348 0.965 0.201
-0.118 -2.023 0.783
-0.659 0.689 2.619
-0.088 -1.357 -0.575
-1.220 -0.448 0.820
-0.180 -0.893 0.442
0.476 1.404 -1.315
-0.171 0.908 0.194
-1.583 -0.759 0.932
1.386 1.243 1.254
0.667 1.045 0.111
-0.743 0.506 0.550

=====

2.
A molecular structure, C8H21F3OP2Pb in a non-equilibrium geometry. Source: OMol25; level of theory: the ωB97M-V functional and the def2-TZVPD basis.

Net charge: +2
Gap between HOMO and LUMO: 0.2782 Eh
Molecular weight: 459.40 u

CARTESIAN COORDINATES (ANGSTROEM)
Pb  0.00000  0.00000  0.00000
H  1.05803  -0.32572  -0.91416
H  0.30235  -0.70678  -1.19411
P  1.76133  1.35894  0.76827
P  -2.16848  -0.63413  -0.66098
C  -2.94000  -2.05245  0.23730
H  -3.97224  -2.24417  -0.10585
H  -2.32392  -2.95343  0.08132
H  -2.94380  -1.82280  1.31553
C  -3.42023  0.70207  -0.43555
H  -3.09862  1.58133  -1.01632
H  -4.42306  0.37556  -0.76318
H  -3.44550  0.98298  0.62968
C  -2.42087  -1.10531  -2.43056
H  -1.81672  -2.00072  -2.65315
H  -3.48302  -1.31496  -2.65052
H  -2.06654  -0.27761  -3.06690
C  1.19578  2.99143  1.41453
H  2.04771  3.61481  1.73879
H  0.63237  3.50369  0.61815
H  0.51376  2.81681  2.26226
C  2.78945  0.71678  2.16329
H  3.27727  -0.22009  1.84696
H  3.55618  1.44646  2.47893
H  2.12450  0.48641  3.01210
C  3.04333  1.85648  -0.46671
H  2.53742  2.33631  -1.32051
H  3.78164  2.55310  -0.03083
H  3.56195  0.95351  -0.83058
C  0.30963  -1.47338  1.19259
O  0.48131  -2.35351  1.94736
H  -0.84981  0.81186  1.16991
F  -0.38952  -3.52734  -0.09917
C  0.10176  -2.40032  -0.74430
F  1.47931  -2.65785  -0.64049
F  0.01601  -2.66155  -2.09676

Atomic forces in eV per Å
-10.100 12.709 10.983
6.340 -2.628 -7.791
3.902 -5.242 -9.087
6.457 5.306 2.242
-7.652 -1.645 -3.258
0.967 -0.171 0.656
0.491 0.450 -0.047
-0.532 0.375 0.082
-0.169 -0.152 -0.287
0.825 0.378 0.392
-0.279 -0.219 0.152
0.593 -0.042 0.120
-0.149 -0.015 -0.351
0.624 -0.035 -0.086
-0.504 0.476 -0.034
0.445 0.213 0.336
-0.223 -0.296 0.085
-0.829 -0.431 -0.201
-0.262 -0.491 -0.233
0.213 -0.002 0.322
0.234 0.176 -0.239
-0.605 -0.885 -0.037
-0.042 0.335 0.170
-0.479 -0.151 -0.342
0.332 0.113 -0.147
-0.381 -0.485 -0.380
0.309 -0.057 0.228
-0.450 -0.352 -0.064
-0.053 0.363 0.071
2.573 -10.605 9.524
-0.996 4.584 -3.468
-1.520 1.772 2.130
-0.365 0.908 -0.991
2.063 -6.097 -1.755
0.369 1.297 0.908
-1.144 0.545 0.394

=====

3.
2 unconnected molecules or ions with the total composition C8H21INO5P2 in a non-equilibrium geometry. Source: OMol25; level of theory: the ωB97M-V functional and the def2-TZVPD basis.

Net charge: -1
Gap between HOMO and LUMO: 0.2461 Eh
Molecular weight: 400.11 u

CARTESIAN COORDINATES (ANGSTROEM)
C  -1.34849  2.32209  1.95504
C  -1.90820  2.73201  0.58540
C  -1.16151  2.16256  -0.61594
C  -1.24331  0.63170  -0.77589
C  0.09889  -0.11771  -0.73403
C  0.58825  -0.53144  0.65468
O  0.67662  -1.92633  0.77715
P  1.56779  -2.28784  2.27125
O  2.70935  -1.06630  1.64784
C  1.93968  0.00412  1.18323
P  2.98679  0.98327  0.01268
O  2.28143  2.45186  0.27589
I  5.11138  1.24594  1.24717
H  -1.97682  1.58629  2.43425
H  -1.29185  3.17856  2.62026
H  -0.35014  1.92354  1.87999
H  -1.88109  3.81370  0.53588
H  -2.93260  2.39183  0.49826
H  -1.65249  2.58515  -1.48919
H  -0.13961  2.51174  -0.66344
H  -1.66090  0.43223  -1.75316
H  -1.92509  0.18469  -0.05788
H  0.82372  0.46576  -1.29619
H  -0.04990  -1.04371  -1.27936
H  -0.20130  -0.23557  1.33903
H  0.53079  -3.20567  2.73746
H  2.23489  -3.35578  1.57267
H  2.37160  -2.51462  3.46242
H  0.87065  -1.23753  2.99307
H  1.79570  0.67377  2.04770
H  1.79540  2.42721  1.12125
C  -0.96761  -3.04829  -3.67378
N  -1.59030  -1.70732  -3.50160
O  -2.60263  -1.63446  -2.83423
O  -1.02781  -0.77042  -4.03394
H  -1.56920  -3.77523  -3.14257
H  -0.93800  -3.25711  -4.73867
H  0.03593  -2.99270  -3.26268

Atomic forces in eV per Å
-0.264 0.331 -0.147
0.642 -0.295 0.203
-0.652 -0.173 -0.120
0.642 0.093 -0.065
-0.344 -0.003 -0.091
-0.622 -0.628 0.002
-0.056 0.259 -0.175
-0.184 -0.978 0.595
-0.325 0.006 -0.258
1.522 -0.065 0.858
-0.279 0.036 -0.592
-0.266 -0.115 0.201
0.017 -0.038 0.263
-0.024 -0.358 0.181
-0.054 0.137 0.161
0.383 -0.274 -0.032
-0.218 0.310 -0.209
-0.412 0.166 0.059
0.014 0.214 -0.250
0.409 0.050 0.199
-0.244 -0.034 -0.209
-0.155 -0.039 0.251
0.235 0.040 -0.130
0.194 -0.279 -0.109
-0.059 0.552 0.383
0.246 -0.030 -0.067
0.129 0.264 -0.202
-0.040 -0.041 -0.174
-0.036 0.335 -0.285
-0.422 0.383 0.001
0.233 0.187 -0.247
-0.016 -0.096 0.095
0.023 0.061 0.125
0.077 0.000 -0.215
-0.163 -0.118 0.002
-0.026 0.039 0.041
0.064 0.059 -0.022
0.026 0.041 -0.023

=====

4.
3 unconnected molecules or ions with the total composition C8H21NO4P in a non-equilibrium geometry. Source: OMol25; level of theory: the ωB97M-V functional and the def2-TZVPD basis.

Net charge: +1
Relative energy (zero: lowest compared OMol25 entry of this formula, charge and spin): 372.8 kJ/mol
Gap between HOMO and LUMO (alpha / beta): 0.2896 / 0.3157 Eh
Molecular weight: 226.23 u

CARTESIAN COORDINATES (ANGSTROEM)
C  -0.07042  1.50829  -3.18237
C  1.02159  3.38924  0.72295
C  -2.24317  -1.71024  1.88916
C  -1.89988  -2.23408  -0.49011
C  2.41968  -1.75984  0.61082
C  0.32870  0.10028  -2.75923
C  1.76755  2.13301  0.83179
C  0.07340  -1.36290  0.83943
N  -1.19390  -2.18234  0.89114
O  -1.33650  0.79785  -0.24333
O  1.20125  -2.07891  0.83837
O  0.86555  -0.01286  -1.42101
O  0.98760  0.95686  0.92343
P  0.00377  0.27182  -0.05468
H  0.69823  2.15540  -3.24318
H  -0.42455  1.38042  -4.19270
H  -0.97479  1.70734  -2.67663
H  0.22480  3.52582  1.50992
H  1.62178  4.20628  1.03822
H  0.69369  3.58850  -0.34442
H  -1.99455  -1.90866  2.99128
H  -2.37963  -0.68043  1.80772
H  -3.14452  -2.14562  1.67478
H  -1.78624  -1.18884  -0.89304
H  -1.43407  -2.98196  -1.09702
H  -2.92223  -2.40033  -0.29237
H  3.00035  -2.57061  0.95118
H  -0.15665  0.20491  3.56236
H  2.64923  -0.77883  0.25216
H  1.24666  -0.19208  -3.30842
H  -0.63210  -0.53075  -3.01037
H  2.38816  2.15371  1.71631
H  2.66010  2.07188  0.01985
H  -0.32879  -0.32840  2.92693
H  -0.93009  -3.10391  1.21110

Atomic forces in eV per Å
-1.942 -3.584 -0.501
-2.092 1.117 -0.631
2.567 -0.169 2.448
1.393 1.689 0.643
-0.835 -0.046 0.173
-0.287 -0.216 -1.455
3.654 0.120 -1.133
-0.717 1.193 -1.121
-0.064 0.650 -0.301
-0.701 0.162 -0.064
-2.094 -0.200 0.481
-1.243 0.497 1.936
0.469 -0.035 0.005
1.304 -2.048 -0.640
2.337 2.555 0.518
0.002 -0.092 -0.703
-0.595 1.274 1.035
0.180 -0.778 -1.195
1.195 0.717 -0.220
-0.117 -0.137 1.460
0.142 -0.005 -1.846
0.071 1.800 -0.429
-2.039 -1.447 -0.621
-0.280 -1.315 0.219
0.219 -0.342 -0.332
-1.069 -0.509 -0.104
1.395 -0.305 -0.166
-0.593 -1.698 -1.934
0.418 0.197 -0.060
-1.052 -0.344 -0.213
2.174 0.480 0.971
-0.240 -0.264 0.622
-2.445 -0.223 1.169
0.721 1.843 2.201
0.159 -0.535 -0.211

=====

5.
A molecular structure, C8H22AgCl3N2O2 in a non-equilibrium geometry. Source: OMol25; level of theory: the ωB97M-V functional and the def2-TZVPD basis.

Net charge: -1
Relative energy (zero: lowest compared OMol25 entry of this formula, charge and spin): 0.0 kJ/mol
Gap between HOMO and LUMO (alpha / beta): 0.2666 / 0.2043 Eh
Spin multiplicity: 2
Molecular weight: 392.50 u

CARTESIAN COORDINATES (ANGSTROEM)
Ag  -0.40781  -1.23004  1.22728
Cl  -1.73694  -2.11009  3.40152
Cl  -0.78123  -3.43762  -0.15373
Cl  1.87581  -1.61221  2.62889
C  -3.85290  1.44832  -0.18312
C  -2.42533  0.90793  0.19721
C  -1.87852  1.51946  1.50794
O  -0.61926  0.89260  1.84346
C  -0.03734  1.44486  3.05358
N  -2.57499  -0.51311  0.48516
H  -4.34428  0.72289  -0.83150
H  -3.79522  2.33879  -0.80908
H  -4.38468  1.57600  0.75975
H  -1.66391  1.20241  -0.52502
H  -2.67428  1.47196  2.25132
H  -1.74174  2.59973  1.45894
H  0.26981  2.49060  3.04009
H  0.82737  0.82738  3.29668
H  -0.81472  1.33699  3.80998
H  -3.17413  -0.87362  -0.24365
H  -3.28269  -0.48139  1.20505
C  0.08929  -0.22461  -2.73263
C  1.10802  -0.82222  -1.72070
C  2.63429  -0.67097  -2.07618
O  3.33648  -1.45588  -1.14323
C  4.71202  -1.23546  -0.89938
N  0.92230  -0.27794  -0.35410
H  0.09529  0.86105  -2.82967
H  -0.92377  -0.40420  -2.37271
H  0.35505  -0.56018  -3.73506
H  0.98218  -1.90030  -1.62065
H  3.04316  0.32593  -1.91148
H  3.08344  -1.05836  -2.99067
H  5.10711  -1.25071  -1.91513
H  5.08358  -1.92703  -0.14322
H  4.92656  -0.22302  -0.55725
H  1.79110  -0.40663  0.14462
H  0.87079  0.70883  -0.56323

Atomic forces in eV per Å
0.252 -2.650 0.788
0.320 0.566 -0.883
0.014 0.372 -0.105
-0.127 0.460 -0.316
1.637 0.136 -0.168
-0.581 1.144 0.819
0.131 0.336 -0.349
-0.892 2.615 0.512
-0.672 -0.952 0.186
-0.638 0.596 -0.649
-0.088 -0.194 0.266
-0.131 0.442 0.474
-0.405 0.231 -0.280
-0.136 -0.781 -0.589
0.184 -0.885 0.741
0.356 0.272 -0.563
-0.154 0.217 -0.776
-0.156 -0.164 -0.070
0.214 -0.061 0.378
0.605 -0.795 -0.703
0.209 -0.536 1.119
0.933 0.123 0.768
1.032 -0.348 -0.434
1.088 -0.062 0.704
-0.702 -1.253 2.468
-1.154 0.971 -1.330
-0.031 0.292 -1.510
0.601 0.379 0.363
0.001 -0.749 -0.426
-0.606 -0.477 0.043
-0.400 -0.086 -0.238
-0.544 0.832 -0.384
-1.106 0.327 -1.119
1.277 -0.620 0.093
-0.111 -0.232 -0.541
-0.232 0.347 0.371
0.343 -0.397 0.539
-0.333 0.582 0.798

=====

6.
A molecular structure, C8H22AgN2O10S2 in a non-equilibrium geometry. Source: OMol25; level of theory: the ωB97M-V functional and the def2-TZVPD basis.

Net charge: -2
Relative energy (zero: lowest compared OMol25 entry of this formula, charge and spin): 0.0 kJ/mol
Gap between HOMO and LUMO (alpha / beta): 0.1959 / 0.1869 Eh
Spin multiplicity: 2
Molecular weight: 478.27 u

CARTESIAN COORDINATES (ANGSTROEM)
Ag  -1.31559  -0.44240  0.52521
S  -3.44819  0.51941  2.22607
O  -3.75039  1.91295  2.59768
O  -3.42463  0.35100  0.70156
O  -2.01455  0.19237  2.53695
O  -4.41401  -0.40700  2.78637
S  -1.74796  -3.33061  1.10121
O  -2.21099  -2.43762  -0.03757
O  -0.79673  -2.43171  1.87037
O  -2.89633  -3.65111  1.95653
O  -1.05848  -4.53901  0.61980
C  -1.59377  3.67506  -1.36261
C  -1.68876  2.20093  -0.97617
C  -1.20928  1.34716  -2.14222
O  -1.42205  0.00199  -1.88870
C  -1.17433  -0.89540  -2.93896
N  -0.87475  1.94075  0.27134
H  -0.54950  3.98674  -1.45784
H  -2.06591  4.27506  -0.58249
H  -2.12515  3.87429  -2.29761
H  -2.71046  1.94485  -0.69247
H  -0.13352  1.52816  -2.34490
H  -1.74919  1.62740  -3.06230
H  -1.48025  -1.86518  -2.54730
H  -0.09621  -0.93641  -3.17002
H  -1.71269  -0.61593  -3.85261
H  -1.34270  2.44382  1.02814
H  -0.06638  2.54997  0.10237
C  1.52369  -0.58718  2.43324
C  1.97416  -0.25483  1.01407
C  3.36768  -0.80098  0.76596
O  3.76300  -0.57066  -0.57098
C  5.09928  -0.93176  -0.82647
N  0.99539  -0.78711  0.05826
H  2.11405  0.00968  3.14503
H  1.59882  -1.64693  2.66365
H  0.49348  -0.26587  2.59133
H  1.95314  0.83263  0.88910
H  3.33461  -1.88228  0.97534
H  4.08656  -0.35450  1.46896
H  5.50531  -0.24525  -1.57147
H  5.15133  -1.94534  -1.24178
H  5.71107  -0.88369  0.07842
H  1.37211  -0.69125  -0.89115
H  1.02907  -1.81420  0.04867

Atomic forces in eV per Å
-1.143 -0.936 0.550
-0.202 -0.237 0.327
0.272 0.026 -0.463
0.161 0.313 -0.463
-0.211 0.557 1.098
0.326 0.269 0.074
-0.214 0.585 1.891
0.277 -0.269 -0.921
0.326 -0.747 -0.598
0.335 -0.299 -0.554
0.091 0.213 -0.465
-0.408 -0.075 0.076
0.342 0.168 0.665
0.203 0.128 -0.305
-0.361 -0.200 -0.111
0.408 -0.016 0.384
0.003 1.618 -1.365
0.004 0.032 -0.120
0.084 0.060 -0.006
0.091 0.062 -0.037
-0.031 -0.197 -0.258
-0.039 0.104 0.110
-0.046 0.171 0.086
-0.110 -0.038 -0.167
-0.061 0.057 -0.059
-0.132 -0.040 0.033
-0.328 -0.605 0.174
0.344 -0.563 0.278
0.210 0.825 0.262
-0.485 -0.274 0.104
-0.252 -0.297 0.359
0.330 0.387 -0.051
-0.249 -0.125 -0.232
0.912 -1.112 -1.215
0.153 -0.263 -0.055
-0.128 -0.060 -0.059
-0.106 -0.284 -0.120
0.181 0.002 -0.046
0.076 0.024 -0.068
0.005 0.088 -0.097
0.011 0.031 0.015
0.065 -0.053 0.129
0.048 0.029 0.006
-0.190 0.924 0.134
-0.562 0.018 1.077